[1]
{"formula": "C17H21N3O4", "method": "ωB97M-V with the def2-TZVPD basis set", "spin_multiplicity": 1, "e_lumo_ev": 0.333, "homo_energy_ev": -8.640, "e_above_lowest_kcal_mol": 36.7, "orbital_gap_ev": 8.973, "smiles": "CCn1nc(C(=O)OCC(=O)NCC(C)C)c2ccccc2c1=O", "fmax_ha_per_bohr": 0.024, "elements": ["C", "C", "N", "N", "C", "C", "O", "O", "C", "C", "O", "N", "C", "C", "C", "C", "C", "C", "C", "C", "C", "C", "C", "O", "H", "H", "H", "H", "H", "H", "H", "H", "H", "H", "H", "H", "H", "H", "H", "H", "H", "H", "H", "H", "H"], "xyz": [[-4.589, -2.878, 1.326], [-4.378, -2.367, -0.094], [-3.510, -1.202, -0.099], [-2.225, -1.459, -0.272], [-1.356, -0.502, -0.272], [0.061, -0.908, -0.502], [0.677, -1.707, 0.152], [0.574, -0.265, -1.560], [1.954, -0.508, -1.789], [2.760, -0.019, -0.572], [2.477, 1.020, -0.017], [3.778, -0.817, -0.217], [4.651, -0.521, 0.897], [6.121, -0.446, 0.468], [7.003, -0.244, 1.696], [6.328, 0.684, -0.538], [-1.714, 0.876, -0.055], [-0.794, 1.929, 0.024], [-1.244, 3.213, 0.239], [-2.604, 3.480, 0.386], [-3.519, 2.453, 0.333], [-3.085, 1.144, 0.117], [-4.063, 0.055, 0.092], [-5.265, 0.191, 0.224], [-5.220, -3.762, 1.310], [-3.634, -3.134, 1.778], [-5.074, -2.114, 1.928], [-5.332, -2.067, -0.532], [-3.898, -3.128, -0.710], [2.213, 0.084, -2.669], [2.119, -1.574, -1.978], [3.905, -1.706, -0.674], [4.525, -1.289, 1.668], [4.325, 0.440, 1.301], [6.392, -1.396, -0.008], [8.050, -0.203, 1.408], [6.747, 0.688, 2.194], [6.873, -1.059, 2.404], [5.704, 0.538, -1.417], [7.367, 0.725, -0.856], [6.065, 1.639, -0.089], [0.263, 1.735, -0.072], [-0.531, 4.022, 0.299], [-2.938, 4.494, 0.552], [-4.578, 2.625, 0.458]], "forces_ev_per_angstrom": [[0.020, 0.112, -0.214], [-0.367, -0.302, 0.165], [-0.315, 0.389, -0.061], [1.245, -0.136, -0.119], [-0.544, -0.153, 0.103], [0.016, -0.442, 0.171], [-0.090, 0.072, -0.097], [-0.089, 0.193, -0.245], [0.205, -0.011, 0.244], [-0.155, -0.426, -0.515], [-0.145, 0.377, 0.145], [0.312, -0.213, -0.006], [0.312, -0.011, 0.027], [-0.113, 0.242, 0.123], [-0.132, -0.187, -0.237], [-0.023, -0.289, 0.052], [-0.586, 0.250, 0.068], [0.015, 0.005, 0.005], [0.060, -0.080, -0.003], [-0.114, -0.049, -0.001], [-0.051, -0.060, -0.001], [0.446, 0.125, -0.028], [0.051, -0.039, -0.078], [-0.124, 0.070, 0.078], [-0.066, -0.108, 0.047], [0.070, -0.056, 0.056], [-0.050, 0.038, 0.070], [0.162, -0.074, -0.012], [-0.047, 0.155, -0.006], [0.008, -0.087, 0.124], [0.003, 0.143, -0.012], [-0.203, 0.076, -0.032], [-0.021, 0.091, 0.005], [0.043, -0.100, 0.046], [-0.011, -0.011, 0.015], [0.120, 0.023, 0.028], [-0.011, 0.140, 0.092], [0.027, -0.065, 0.138], [-0.024, 0.058, -0.111], [0.099, 0.045, -0.065], [-0.028, 0.158, 0.051], [0.131, -0.007, -0.039], [0.076, 0.052, 0.006], [-0.037, 0.071, 0.013], [-0.074, 0.023, 0.011]]}

---

[2]
{"formula": "C17H21N3O4S", "method": "ωB97M-V with the def2-TZVPD basis set", "spin_multiplicity": 1, "e_lumo_ev": 0.600, "homo_energy_ev": -7.800, "e_above_lowest_kcal_mol": 406.4, "orbital_gap_ev": 8.400, "smiles": "COc1ccccc1OCCCC(=O)Nc1nnc([C@H]2CCCO2)s1", "fmax_ha_per_bohr": 0.349, "elements": ["C", "O", "C", "C", "C", "C", "C", "C", "O", "C", "C", "C", "C", "O", "N", "C", "N", "N", "C", "C", "C", "C", "C", "O", "S", "H", "H", "H", "H", "H", "H", "H", "H", "H", "H", "H", "H", "H", "H", "H", "H", "H", "H", "H", "H", "H"], "xyz": [[-2.777, 2.484, -0.727], [-1.431, 2.620, -0.679], [-0.994, 2.598, 0.673], [-1.927, 2.373, 1.820], [-1.084, 2.280, 3.121], [0.344, 2.440, 3.333], [0.989, 2.653, 1.905], [0.406, 2.838, 0.686], [1.076, 3.022, -0.365], [2.630, 2.704, -0.614], [2.877, 2.689, -2.100], [1.727, 1.862, -2.877], [1.493, 0.630, -2.006], [2.030, -0.450, -1.880], [0.197, 0.656, -1.457], [-0.303, -0.503, -0.888], [-1.355, -0.325, -0.148], [-1.798, -1.375, 0.472], [-0.602, -2.202, 0.548], [-0.668, -3.568, 1.302], [-1.681, -4.719, 0.418], [-0.564, -5.171, -0.385], [0.497, -5.221, 0.352], [0.431, -4.120, 1.359], [0.710, -1.856, -0.502], [-3.107, 1.364, -0.481], [-3.011, 2.771, -1.953], [-3.514, 3.107, -0.185], [-2.831, 2.307, 1.846], [-1.659, 2.092, 3.943], [1.028, 2.341, 4.190], [2.186, 2.647, 2.266], [2.657, 1.699, -0.028], [3.288, 3.490, 0.003], [3.626, 2.083, -1.959], [3.072, 3.564, -2.396], [0.837, 2.462, -3.071], [2.476, 1.581, -3.598], [-0.195, 1.427, -1.642], [-1.281, -3.457, 1.945], [-2.629, -4.144, 0.044], [-1.995, -5.438, 0.982], [-0.436, -4.636, -1.267], [-0.858, -6.264, -0.947], [0.682, -6.221, 1.001], [1.440, -5.114, -0.050]], "forces_ev_per_angstrom": [[-4.064, -2.051, -4.721], [0.666, 1.107, 3.108], [-3.153, -0.090, 0.012], [17.874, 1.515, 0.206], [1.373, 0.873, -2.313], [-2.747, 0.005, -7.062], [3.384, -0.378, 7.414], [-0.878, -1.837, 5.403], [3.631, 1.464, -5.478], [-2.519, 0.863, 4.482], [-6.923, -4.272, 4.066], [3.690, 0.337, 2.288], [-4.843, -0.796, -0.128], [3.011, 0.531, -1.112], [6.999, -6.910, -0.488], [0.555, 2.702, 1.131], [-1.489, 1.417, -2.842], [5.774, -3.739, 2.016], [-4.825, -1.725, 0.525], [-2.420, 2.435, -11.348], [-0.018, 7.588, -2.011], [-8.541, -4.142, -8.563], [8.371, -3.091, 9.031], [7.229, -4.539, 0.796], [-2.000, 0.502, 1.018], [0.761, 2.190, -0.753], [0.207, -1.193, 3.396], [1.228, 0.424, 0.266], [-10.176, -0.931, -0.056], [-1.586, -0.464, 2.235], [-1.021, 0.005, -0.384], [-2.900, 0.363, -2.388], [0.510, 1.487, -1.403], [-1.584, -1.634, -1.439], [4.965, -3.202, -0.939], [1.512, 6.539, -2.858], [0.406, -0.366, -0.348], [-1.203, -0.476, -1.738], [-5.079, 6.738, -0.822], [-6.646, 1.467, 10.019], [2.086, -1.161, -0.062], [-1.777, -4.030, 4.112], [0.194, 1.643, -1.462], [0.993, 2.452, 1.812], [-0.921, 2.010, -1.107], [1.894, 0.371, -1.512]]}